Entry from the Open Molecules 2025 dataset: an isolated molecule of C22H25N5O (wB97M-V/def2-TZVPD).

The geometry in XYZ format:
```
53
Properties=species:S:1:pos:R:3:mulliken_charge:R:1
C -0.575 -1.859 0.550 -0.992
C 0.588 -2.733 0.209 0.614
C 0.384 -4.003 -0.316 -0.717
C 1.445 -4.832 -0.637 -0.616
C 2.745 -4.402 -0.437 -0.719
C 2.972 -3.135 0.069 -0.490
C 1.907 -2.300 0.390 0.183
C 2.186 -0.937 0.933 0.633
O 1.706 -0.486 1.949 -0.651
N 3.028 -0.220 0.129 0.012
C 3.429 1.101 0.374 0.405
C 4.631 1.568 0.866 -0.906
C 4.497 2.959 0.850 -0.418
N 3.316 3.311 0.383 -1.373
N 2.668 2.189 0.088 1.230
C 1.316 2.298 -0.415 -0.699
C 1.041 1.355 -1.584 0.086
C -0.402 1.525 -2.049 -1.346
N -1.304 1.205 -0.960 0.500
C -1.126 2.148 0.130 -0.948
C 0.288 2.063 0.694 -0.118
H 0.444 1.083 1.143 -0.056
H 0.416 2.815 1.473 0.396
H -1.838 1.901 0.919 0.527
H -1.328 3.183 -0.208 0.335
C -2.687 1.138 -1.414 -1.069
C -3.594 0.577 -0.352 0.644
N -3.606 -0.742 -0.223 -0.433
C -4.377 -1.284 0.701 -0.167
C -5.189 -0.547 1.550 -0.558
C -5.189 0.831 1.412 -0.394
C -4.381 1.404 0.445 -0.566
H -4.362 2.475 0.306 0.399
H -5.809 1.449 2.046 0.407
H -5.803 -1.036 2.290 0.390
H -4.347 -2.365 0.758 0.389
H -3.057 2.130 -1.731 0.386
H -2.714 0.461 -2.271 0.461
H -0.598 0.837 -2.875 0.491
H -0.558 2.556 -2.417 0.401
H 1.172 0.321 -1.269 -0.023
H 1.726 1.563 -2.409 0.333
H 1.236 3.336 -0.759 0.377
H 5.204 3.704 1.155 0.468
H 5.469 0.985 1.189 0.435
H 3.459 -0.695 -0.651 0.300
H 3.985 -2.800 0.243 0.523
H 3.578 -5.047 -0.674 0.392
H 1.257 -5.817 -1.037 0.396
H -0.628 -4.347 -0.472 0.407
H -0.468 -1.468 1.559 0.437
H -0.648 -1.005 -0.126 -0.019
H -1.506 -2.413 0.480 0.317
```

Summary:
**E_LUMO**: 0.76 eV
**Net charge**: 0
**SMILES string**: Cc1ccccc1C(=O)Nc1ccnn1C1CCN(Cc2ccccn2)CC1
**Multiplicity**: 1
**HOMO level**: -8.75 eV
**Energy relative to the best compared isomer or geometry (same formula, charge and spin)**: 20.9 kcal per mole
**DFT total energy**: -1202.37189 a.u.